A molecular structure, C40H74IrN12PSTe, computed with ωB97M-V/def2-TZVPD.

The expectation value of S² is 0.753. Its energy above the lowest of the compared OMol25 structures with the same formula, charge and spin is 0.00 kcal per mole. The gap between HOMO and LUMO (alpha / beta) comes out at 6.9 / 8.0 eV.

Geometry as ORCA input:
```
! RIJCOSX wB97M-V def2-TZVPD def2/J DEFGRID3
* xyz 3 2
Ir -0.12642 -0.43236 0.44305
C 0.28705 1.53790 4.99566
N -0.62057 0.42723 4.76372
C -1.45443 0.06730 5.90643
C -0.56832 -0.36374 3.64454
N -0.61692 0.19188 2.43210
C -1.13078 1.57762 2.42271
C -1.56713 2.00132 1.04578
N -0.51584 1.75565 0.01901
C -1.19201 2.12994 -1.26852
C -0.51341 1.93322 -2.61745
N -0.33291 0.52416 -2.99842
C -0.76503 0.08579 -4.19326
N -1.01347 0.94295 -5.20566
C -0.15778 2.09199 -5.47354
C -2.18947 0.82440 -6.06678
N -0.95962 -1.22416 -4.40683
C -1.07917 -2.20372 -3.33945
C -0.91953 -1.81104 -5.74619
C 0.64254 2.68627 0.26600
C 1.79386 2.15550 1.11576
N 2.40054 1.05080 0.43180
C 3.63530 0.69249 0.44516
N 3.93570 -0.30425 -0.56316
C 4.59135 -1.52272 -0.06685
C 4.57958 0.20937 -1.78411
N 4.62141 1.11947 1.26539
C 6.05054 0.95830 0.99486
C 4.36226 1.71487 2.57375
N -0.46410 -1.68631 3.87489
C 0.17330 -2.20144 5.08681
C -0.97757 -2.73662 3.02599
H 0.80041 1.38417 5.94799
H 1.04477 1.57960 4.21539
H -0.23456 2.49706 5.04510
H -2.02802 0.94381 6.21118
H -2.15385 -0.71698 5.62688
H -0.86439 -0.26705 6.76243
H -1.97287 1.68396 3.11033
H -0.37549 2.28522 2.76671
H -2.44854 1.45175 0.72886
H -1.83357 3.06453 1.06402
H -2.12425 1.57552 -1.28553
H -1.45493 3.19268 -1.20213
H -1.16554 2.43418 -3.33476
H 0.44846 2.45242 -2.65833
H 0.72075 2.07022 -4.83155
H 0.17539 2.04714 -6.51163
H -0.68809 3.03547 -5.32856
H -2.79581 -0.02475 -5.76668
H -2.78979 1.73082 -5.97154
H -1.90190 0.70885 -7.11258
H -1.18577 -1.70137 -2.38650
H -1.95147 -2.83139 -3.52720
H -0.18967 -2.83966 -3.31122
H -0.49875 -1.10550 -6.45644
H -0.28075 -2.69329 -5.71180
H -1.91426 -2.11101 -6.07721
H 1.05098 2.97509 -0.69935
H 0.24453 3.59679 0.72525
H 2.46963 2.99632 1.30301
H 1.40695 1.83275 2.08469
H 4.28741 -1.71630 0.96076
H 4.29262 -2.36606 -0.69101
H 5.68119 -1.45240 -0.10700
H 4.19475 1.20123 -2.01777
H 5.66650 0.25423 -1.69940
H 4.35040 -0.46259 -2.61261
H 6.28002 1.07705 -0.05766
H 6.57600 1.75194 1.52229
H 6.43345 0.00398 1.35979
H 3.33419 1.55918 2.87944
H 5.00610 1.22686 3.30643
H 4.58782 2.78277 2.57956
H -0.55814 -2.65179 5.76011
H 0.89116 -2.96811 4.78985
H 0.71041 -1.41560 5.60603
H -1.84114 -3.21519 3.49656
H -1.25123 -2.33684 2.06087
H -0.21009 -3.50112 2.88275
N 0.08110 -3.56856 -0.61020
C 0.88220 -3.33675 0.43808
N 1.01084 -2.15724 1.00853
C 1.95632 -2.22275 2.04809
C 2.38960 -1.16814 2.84095
C 3.34031 -1.40553 3.81750
C 3.88108 -2.67831 4.00804
C 3.47155 -3.73568 3.21572
C 2.50979 -3.48814 2.24445
S 1.85248 -4.61688 1.08906
H -0.53327 -2.81870 -0.88982
H -0.11477 -4.50919 -0.90905
H 1.97072 -0.18591 2.68491
H 3.67347 -0.59102 4.44851
H 4.62493 -2.84122 4.77579
H 3.89086 -4.72439 3.34684
C -2.86307 -4.02375 0.59361
C -2.97943 -2.89903 -0.43066
P -2.46532 -1.17127 0.02466
C -3.37501 -0.21510 -1.29688
C -4.53482 -0.85351 -2.06350
C -3.54470 -0.87793 1.50071
C -5.05121 -1.03894 1.30747
H -3.27570 -4.93703 0.16501
H -3.44778 -3.80262 1.48721
H -1.83943 -4.23620 0.89780
H -4.03255 -2.80941 -0.69131
H -2.48576 -3.16948 -1.37006
H -2.62669 0.10891 -2.01812
H -3.73724 0.69159 -0.80222
H -4.20627 -1.69377 -2.67417
H -4.96481 -0.11061 -2.73619
H -5.33617 -1.20220 -1.41675
H -3.33016 0.12465 1.86992
H -3.20474 -1.55114 2.28651
H -5.45927 -0.28956 0.63043
H -5.55535 -0.91293 2.26544
H -5.32092 -2.02596 0.93218
Te 1.37057 -0.14084 -1.81680
C 2.04697 -1.66964 -3.12088
C 2.40357 -2.94473 -2.69743
C 3.02943 -3.81630 -3.58011
C 3.30344 -3.41791 -4.88055
C 2.97779 -2.13257 -5.29444
C 2.37175 -1.25210 -4.41091
H 2.20188 -3.26881 -1.68798
H 3.30896 -4.80765 -3.24801
H 3.79017 -4.09917 -5.56543
H 3.21970 -1.80736 -6.29805
H 2.17749 -0.23433 -4.73283
*
```

17 unconnected molecules or ions with the total composition C68H187N17O17, computed with ωB97M-V/def2-TZVPD.

Its energy above the lowest of the compared OMol25 structures with the same formula, charge and spin is 114.56 kcal per mole. The gap between HOMO and LUMO comes out at 8.4 eV.

Geometry as ORCA input:
```
! RIJCOSX wB97M-V def2-TZVPD def2/J DEFGRID3
* xyz 0 1
C -1.06669 2.82307 6.28729
C -0.18968 3.35245 7.44201
C 1.15030 3.89243 6.78456
O 2.23260 2.99649 6.41019
C 2.68889 2.15430 7.44388
N -0.95464 4.43161 8.09167
H -1.39066 3.65000 5.65537
H -1.94805 2.24109 6.55673
H -0.53426 2.14709 5.61819
H 0.04898 2.64420 8.23543
H 1.58513 4.47355 7.59779
H 0.83680 4.50500 5.93922
H 3.50885 1.51386 7.11895
H 1.99568 1.40709 7.83021
H 2.95637 2.73751 8.32501
H -0.65578 5.28138 7.63484
H -0.56111 4.45916 9.02145
C -3.56507 0.20471 -6.08843
C -2.71739 0.73798 -4.88611
C -1.62673 1.74596 -5.22195
O -0.76065 1.12260 -6.13726
C 0.37348 1.93625 -6.54762
N -3.62164 1.27990 -3.90885
H -4.19576 -0.61794 -5.75141
H -2.92134 -0.17612 -6.88131
H -4.19075 0.96704 -6.55265
H -2.23453 -0.12580 -4.42914
H -1.08264 2.12668 -4.35759
H -2.14380 2.62883 -5.59782
H 0.96970 2.02063 -5.63905
H 0.02545 2.92368 -6.85089
H 1.03918 1.45653 -7.26513
H -3.11016 1.33558 -3.03972
H -4.37310 0.62530 -3.74481
C 2.41327 2.85308 3.23581
C 3.49432 3.92892 3.32277
C 2.96189 5.38186 3.31639
O 3.76489 6.19777 2.51966
C 3.03134 7.26264 1.86645
N 4.21570 3.45698 4.54022
H 1.66378 2.99704 4.01404
H 2.71090 1.80483 3.26213
H 1.93136 2.93207 2.26134
H 4.09734 3.85386 2.41788
H 2.84298 5.74611 4.33683
H 1.94095 5.39567 2.93482
H 2.12383 6.94849 1.35087
H 3.66158 7.79972 1.15763
H 2.66613 7.97113 2.60993
H 3.55434 3.30348 5.28798
H 4.82966 4.20361 4.83296
C 6.95623 -0.60959 4.04900
C 5.84146 0.44796 4.16824
C 4.68129 -0.07223 5.10577
O 4.03109 -1.27510 4.82845
C 3.23787 -1.27732 3.61969
N 6.52717 1.65276 4.66163
H 7.32862 -1.10003 4.94839
H 7.79795 -0.45042 3.37501
H 6.44358 -1.40525 3.50843
H 5.36277 0.82370 3.26393
H 3.96691 0.74783 5.17827
H 5.03510 -0.21121 6.12733
H 3.89595 -1.20253 2.75399
H 2.65015 -0.36150 3.68258
H 2.52964 -2.09345 3.47670
H 5.82276 2.37589 4.69317
H 7.13251 1.94776 3.90887
C -1.06512 3.66908 0.58745
C -2.22436 4.20659 -0.29020
C -2.23131 5.78490 -0.44895
O -2.36136 6.52918 0.76229
C -2.40236 7.92193 0.62604
N -2.14580 3.58164 -1.57199
H -1.08260 4.10422 1.58667
H -0.08834 3.84329 0.13617
H -1.23183 2.59991 0.71857
H -3.17383 3.89933 0.14820
H -3.01307 6.03815 -1.16507
H -1.28836 6.02902 -0.93819
H -1.41554 8.32110 0.39159
H -2.64667 8.30503 1.61683
H -3.06569 8.37116 -0.11307
H -1.20514 3.80829 -1.86159
H -2.67418 4.09568 -2.26240
C 0.16804 -5.05620 7.21690
C 0.71395 -3.85820 6.57677
C 0.98498 -2.72129 7.59342
O 1.40793 -1.57572 6.91851
C 0.55881 -0.92104 5.95790
N 1.97065 -4.19251 5.89167
H -0.81735 -4.88120 7.64875
H 0.84887 -5.37324 8.00688
H 0.12859 -5.84392 6.46453
H -0.00350 -3.51568 5.83109
H 1.83727 -2.84680 8.26121
H 0.11267 -2.52279 8.21614
H 0.61714 -1.50413 5.03882
H 0.89392 0.05026 5.59407
H -0.51131 -0.93693 6.16453
H 2.48548 -3.33904 5.72849
H 2.53837 -4.83569 6.42470
C 3.07393 0.18833 -5.44255
C 3.19901 -0.66473 -6.72294
C 4.61672 -0.60753 -7.44089
O 5.12958 0.74427 -7.48359
C 6.41194 0.95025 -8.07173
N 2.81247 -2.03652 -6.40879
H 2.14524 -0.02999 -4.91532
H 3.02307 1.23695 -5.73564
H 3.85713 0.05421 -4.69643
H 2.53789 -0.27622 -7.49759
H 4.56908 -0.93023 -8.48094
H 5.33723 -1.29829 -7.00292
H 6.65675 2.01235 -8.06075
H 6.44864 0.66291 -9.12252
H 7.21968 0.42064 -7.56657
H 2.87893 -2.65400 -7.20528
H 1.83631 -2.17012 -6.18662
C -4.60436 -2.26243 2.08291
C -3.49610 -1.88414 3.04187
C -3.58440 -2.54700 4.42587
O -2.69635 -2.01403 5.37427
C -3.16693 -2.01710 6.70550
N -2.25495 -2.31172 2.36438
H -4.53073 -1.73729 1.13060
H -5.59329 -1.93647 2.40519
H -4.70778 -3.32377 1.85711
H -3.54921 -0.79704 3.10098
H -3.44743 -3.62459 4.33572
H -4.57683 -2.43054 4.86133
H -3.23447 -3.04773 7.05388
H -4.15489 -1.56499 6.79280
H -2.51063 -1.43859 7.35564
H -1.54275 -2.49346 3.05709
H -2.05057 -1.46613 1.85125
C -4.21559 -2.42807 -3.15691
C -4.50879 -2.65076 -1.67351
C -5.14987 -4.04227 -1.46765
O -6.41643 -4.20951 -2.12252
C -7.47285 -3.69472 -1.39685
N -3.23798 -2.40786 -1.01840
H -3.68863 -3.27352 -3.59919
H -3.74091 -1.47487 -3.38972
H -5.20873 -2.42685 -3.60611
H -5.21206 -1.88551 -1.34505
H -5.25882 -4.17570 -0.39135
H -4.50839 -4.83522 -1.85213
H -7.65389 -4.11392 -0.40711
H -8.42800 -3.77075 -1.91649
H -7.27840 -2.63176 -1.25402
H -3.32532 -2.49166 -0.01568
H -2.85756 -1.49307 -1.21469
C 1.89204 4.22702 -4.02818
C 1.97199 4.19224 -2.53202
C 3.20372 4.98519 -1.90993
O 4.49041 4.50564 -2.27302
C 5.46805 5.33018 -1.70058
N 0.71660 4.81535 -2.09661
H 2.68440 3.64543 -4.49937
H 1.95535 5.24356 -4.41641
H 0.92126 3.81406 -4.30233
H 1.92024 3.13531 -2.27067
H 3.19703 4.86480 -0.82663
H 3.12332 6.02512 -2.22647
H 5.54410 5.22431 -0.61840
H 5.31435 6.38893 -1.90920
H 6.42731 4.98851 -2.08941
H 0.71981 5.78824 -2.36790
H 0.74008 4.95782 -1.09698
C 4.01279 1.69141 0.30480
C 4.51954 0.97020 -0.93056
C 4.36108 -0.53403 -0.89459
O 4.99706 -1.27130 0.16025
C 6.41440 -1.28572 -0.01216
N 3.90518 1.60128 -2.11218
H 4.51774 2.63727 0.50099
H 4.16728 1.05228 1.17414
H 2.93217 1.81254 0.22943
H 5.58068 1.21659 -0.89369
H 4.71211 -0.92041 -1.85146
H 3.28880 -0.72901 -0.91156
H 6.82563 -2.08686 0.60196
H 6.80195 -0.36251 0.41867
H 6.73364 -1.29464 -1.05432
H 4.33141 1.20771 -2.93893
H 4.10931 2.58621 -2.02073
C -5.35795 1.88104 0.71239
C -5.21508 1.45621 -0.70490
C -6.36496 0.69225 -1.39234
O -6.09487 0.38546 -2.70691
C -7.28003 0.11545 -3.40610
N -4.87491 2.59624 -1.52229
H -4.41092 2.35738 0.96605
H -5.38885 1.04411 1.41003
H -6.26544 2.46238 0.87550
H -4.32471 0.83442 -0.79825
H -7.26344 1.25594 -1.14114
H -6.53751 -0.19449 -0.78241
H -7.02924 -0.08219 -4.44828
H -7.97815 0.94531 -3.29632
H -7.76336 -0.79191 -3.04388
H -4.92714 2.23810 -2.46522
H -3.90667 2.87211 -1.44177
C 2.70505 -3.32194 -3.43368
C 4.13391 -3.76483 -3.54325
C 4.31280 -5.18186 -4.14162
O 5.71172 -5.56896 -4.12253
C 5.99164 -6.90304 -4.33724
N 4.79164 -2.81218 -4.37982
H 2.09725 -3.53827 -4.31225
H 2.59421 -2.25066 -3.26585
H 2.30353 -3.86179 -2.57609
H 4.51712 -3.75914 -2.52285
H 4.01680 -5.19103 -5.19061
H 3.82489 -5.98194 -3.58491
H 5.71316 -7.56550 -3.51767
H 7.05095 -6.95219 -4.58934
H 5.40122 -7.16757 -5.21447
H 5.45462 -3.35556 -4.91396
H 4.18142 -2.35227 -5.04030
C 0.22734 -0.08137 -2.20452
C -0.65203 -0.45221 -0.91847
C 0.09064 0.10293 0.27852
O -0.70400 0.02345 1.47903
C -0.17933 0.55397 2.69544
N -1.88945 0.25150 -1.15931
H -0.27246 -0.45088 -3.09993
H 1.26482 -0.40596 -2.12462
H 0.27688 0.99898 -2.34053
H -0.88688 -1.49422 -0.70133
H 0.30244 1.13899 0.01427
H 0.99063 -0.49429 0.42494
H 0.75304 0.04747 2.94491
H -0.88377 0.43066 3.51803
H 0.08611 1.61022 2.65095
H -1.76537 1.24319 -1.30510
H -2.41338 0.22995 -0.29610
C -0.53655 -3.04809 -7.82635
C -0.94028 -2.81587 -6.43298
C -0.82557 -4.05968 -5.55795
O -1.94897 -4.88116 -5.79140
C -2.11095 -6.00433 -4.89844
N -0.11842 -1.73901 -5.97740
H -0.87661 -4.02207 -8.17825
H 0.52927 -2.98554 -8.04593
H -1.15680 -2.41446 -8.46032
H -1.96732 -2.45925 -6.51127
H -0.90095 -3.82481 -4.49623
H 0.13366 -4.56595 -5.66602
H -3.11671 -6.40798 -5.01501
H -1.97066 -5.74654 -3.84871
H -1.36715 -6.74514 -5.19184
H -0.13853 -1.03074 -6.69714
H -0.21185 -1.33187 -5.05783
C 0.40522 -5.84234 -2.17116
C -0.23017 -5.49978 -0.81563
C 0.43394 -4.33473 -0.08883
O 1.78667 -4.64389 0.23659
C 2.55313 -3.52091 0.62397
N -1.69632 -5.38406 -0.90484
H 0.27709 -5.17142 -3.02060
H -0.07874 -6.78174 -2.43838
H 1.48380 -5.97195 -2.08200
H -0.13535 -6.36643 -0.16140
H -0.13423 -4.03487 0.79173
H 0.22135 -3.52638 -0.78845
H 2.12650 -3.05961 1.51463
H 2.54361 -2.79655 -0.19046
H 3.58886 -3.83591 0.75100
H -1.87967 -4.71394 -1.63793
H -2.05635 -6.30259 -1.12108
C -8.20011 1.96844 3.85264
C -7.59971 0.54651 3.70596
C -6.32266 0.37464 4.51897
O -5.34204 1.19068 3.93610
C -4.14450 1.35829 4.69706
N -8.65490 -0.38128 4.16265
H -9.04786 2.11169 3.18265
H -7.50499 2.75742 3.56554
H -8.49987 2.18534 4.87792
H -7.23905 0.29086 2.70963
H -5.96174 -0.65268 4.56859
H -6.46604 0.61544 5.57233
H -3.30301 1.81179 4.17329
H -3.72462 0.39915 5.00011
H -4.36614 1.79907 5.66903
H -8.35720 -1.34619 4.14222
H -8.83625 -0.18398 5.13646
*
```